Here is a molecular structure, C4H4NP at a distorted geometry from OMol25. Energies are from wB97M-V/def2-TZVPD.

```
10
C4H4NP, DFT wB97M-V/def2-TZVPD
C 0.60 0.90 -0.41
C -0.57 0.12 -0.40
C 1.77 0.52 0.08
C -0.91 -1.13 -0.27
N 2.77 0.18 0.64
P -2.35 0.69 -0.67
H 0.73 1.95 -0.94
H -1.45 -2.13 -0.15
H 3.46 -0.55 0.24
H -2.34 0.71 0.68
```

Results
frontier orbital gap: 8.23 eV
net charge: 0
HOMO energy: -8.12 eV
ΔE to the lowest compared entry with this formula, charge and spin: 244.4 kJ/mol

=====

Here is a molecular structure, C32H33N7O7Zr at a distorted geometry from OMol25. Energies are from wB97M-V/def2-TZVPD.

```
80
C32H33N7O7Zr, DFT wB97M-V/def2-TZVPD
Zr -0.27 -1.11 0.00
C -1.65 0.99 -3.84
C -2.59 1.94 -3.46
C -2.66 2.31 -2.13
C -1.81 1.70 -1.22
N -0.99 0.68 -1.55
C -0.89 0.38 -2.85
C -1.64 2.21 0.15
C -2.13 3.44 0.61
C -1.72 3.90 1.85
C -0.84 3.15 2.61
C -0.43 1.92 2.11
N -0.83 1.46 0.91
C 0.44 0.94 2.77
C 1.48 1.11 3.61
C 2.38 0.07 4.07
C 2.72 -1.16 3.65
C 2.37 -2.04 2.49
N 0.23 -0.31 2.18
H -1.50 0.74 -4.88
H -3.25 2.39 -4.19
H -3.34 3.08 -1.82
H -0.16 -0.39 -3.11
H -2.79 4.03 0.00
H -2.10 4.84 2.22
H -0.49 3.50 3.57
H 1.68 2.10 4.00
H 2.93 0.41 4.95
H 3.46 -1.67 4.27
H 3.16 -2.13 1.75
O -1.64 -4.13 -1.56
C -1.63 -2.81 -1.58
O -0.52 -2.18 -1.69
C -2.86 -2.19 -2.26
O -3.26 -1.04 -1.52
C -4.07 -1.39 -0.41
C -3.21 -2.16 0.60
O -3.54 -2.44 1.72
O -1.99 -2.40 0.14
H -0.83 -4.50 -1.17
H -3.67 -2.92 -2.33
H -2.57 -1.85 -3.26
H -4.94 -1.98 -0.71
H -4.43 -0.46 0.04
O 1.78 -3.30 2.81
C 0.98 -2.45 2.10
O 0.58 -2.67 0.85
C 0.02 -1.55 2.87
C -0.13 -1.70 4.31
C -1.12 -1.06 4.96
C -2.10 -0.32 4.21
C -2.10 -0.35 2.87
N -1.07 -0.93 2.10
H 0.53 -2.41 4.78
H -1.27 -1.19 6.02
H -2.92 0.14 4.74
H -2.93 0.05 2.29
C 2.42 2.73 -2.95
C 1.88 2.91 -1.53
N 1.68 1.62 -0.91
C 2.14 0.43 -1.38
N 1.72 -0.66 -0.74
C 2.44 -1.89 -1.13
C 2.58 -1.95 -2.65
C 3.46 -0.78 -3.06
N 3.00 0.44 -2.40
C 3.53 1.70 -2.89
H 2.80 3.68 -3.33
H 1.63 2.38 -3.61
H 0.92 3.44 -1.56
H 2.58 3.51 -0.94
H 1.15 1.58 -0.05
H 1.90 -2.76 -0.76
H 3.44 -1.87 -0.68
H 1.59 -1.89 -3.10
H 3.05 -2.89 -2.96
H 3.42 -0.62 -4.14
H 4.50 -0.97 -2.79
H 3.96 1.53 -3.88
H 4.34 2.04 -2.23
```

Results
frontier orbital gap: 7.87 eV
net charge: +2
HOMO energy: -14.02 eV
ΔE to the lowest compared entry with this formula, charge and spin: 164.1 kJ/mol

=====

Here is 2 unconnected molecules or ions with the total composition CH5S3 at a distorted geometry from OMol25. Energies are from wB97M-V/def2-TZVPD.

```
9
CH5S3, DFT wB97M-V/def2-TZVPD
S 1.76 -1.19 -1.92
H 0.74 -1.44 -2.75
C -2.27 0.54 1.64
S -1.17 0.97 0.23
S 0.61 0.07 1.00
H -2.18 1.21 2.49
H -3.37 0.61 1.50
H -2.14 -0.55 1.69
H 0.96 -0.54 -0.87
```

Results
frontier orbital gap: 6.42 eV
net charge: -1
HOMO energy: -2.84 eV
ΔE to the lowest compared entry with this formula, charge and spin: 52.5 kJ/mol

=====

Here is 10 unconnected molecules or ions with the total composition C23H63N4O16 at a distorted geometry from OMol25. Energies are from wB97M-V/def2-TZVPD.

```
106
C23H63N4O16, DFT wB97M-V/def2-TZVPD
C -0.30 32.82 17.09
N -0.43 31.40 16.55
C -1.33 31.63 15.25
C 0.91 30.86 16.03
C -1.16 30.40 17.50
C -2.54 30.82 18.04
O -2.30 31.68 19.13
H -1.22 33.23 17.49
H 0.18 33.47 16.36
H 0.34 32.75 17.98
H -0.79 32.29 14.57
H -2.31 32.01 15.50
H -1.42 30.58 14.95
H 0.93 29.80 15.82
H 1.61 31.05 16.85
H 1.26 31.29 15.09
H -0.42 30.30 18.29
H -1.12 29.39 17.11
H -3.06 29.97 18.48
H -3.09 31.32 17.24
H -1.85 31.12 19.76
O -3.36 27.15 22.45
C -2.34 28.08 22.27
C -1.46 28.30 20.95
O -0.78 29.51 20.82
H -1.82 28.17 23.23
H -2.91 29.01 22.26
H -2.19 28.17 20.14
H -0.79 27.44 20.87
C -6.42 28.68 21.63
C -6.12 29.57 22.80
O -6.60 29.01 24.06
O -6.12 27.38 21.93
H -5.79 29.01 20.80
H -7.43 28.72 21.24
H -6.67 30.51 22.72
H -5.05 29.72 22.92
H -6.22 28.13 24.07
H -5.24 27.37 22.31
C -2.56 24.95 25.41
C -4.05 25.33 25.41
O -4.32 26.66 25.00
O -2.23 24.91 24.03
H -2.37 24.06 26.01
H -2.11 25.84 25.85
H -4.45 25.18 26.42
H -4.64 24.59 24.87
H -4.08 26.95 24.12
H -2.46 25.80 23.75
C 2.03 27.57 20.22
C 1.87 26.19 19.93
O 2.21 25.90 18.59
O 1.29 28.33 19.28
H 3.09 27.84 20.31
H 1.62 27.81 21.20
H 0.83 25.90 20.06
H 2.28 25.40 20.57
H 2.06 26.72 18.10
H 0.67 28.88 19.76
C 1.19 32.40 21.54
C 2.07 31.48 22.40
O 1.11 30.57 22.98
O 0.92 31.65 20.34
H 1.72 33.30 21.24
H 0.21 32.63 21.95
H 2.64 31.77 23.29
H 2.80 30.91 21.83
H 0.50 30.16 22.36
H 0.32 30.93 20.54
C -4.65 26.29 18.88
C -4.73 25.08 19.82
O -3.62 24.86 20.69
O -3.50 26.04 18.01
H -4.41 27.19 19.44
H -5.62 26.63 18.53
H -5.02 24.17 19.29
H -5.60 25.20 20.48
H -3.44 25.60 21.28
H -2.71 26.19 18.54
O -5.93 33.13 22.47
C -4.91 32.69 21.98
N -4.76 32.66 20.66
C -3.84 32.13 22.95
H -3.90 32.28 20.29
H -5.45 33.04 20.02
H -3.07 32.91 22.98
H -3.24 31.25 22.72
H -4.17 32.17 23.99
O 1.48 25.62 24.63
C 1.12 26.80 24.98
N 1.20 27.81 24.13
C 0.42 27.10 26.33
H 0.86 28.72 24.41
H 1.53 27.71 23.18
H 0.71 26.25 26.94
H -0.65 27.22 26.49
H 0.82 27.99 26.83
O -3.55 31.03 27.43
C -3.35 30.65 26.28
N -4.24 29.91 25.69
C -2.05 31.05 25.64
H -4.16 29.52 24.77
H -5.07 29.67 26.21
H -1.18 30.65 26.15
H -2.24 32.13 25.68
H -1.74 30.71 24.66
```

Results
frontier orbital gap (spin up / spin down): 3.05 / 7.31 eV
net charge: -2
HOMO energy (spin up / spin down): 1.13 / -3.16 eV
spin multiplicity: 2

=====

Repeat the second record exactly.
Here is a molecular structure, C32H33N7O7Zr at a distorted geometry from OMol25. Energies are from wB97M-V/def2-TZVPD.

```
80
C32H33N7O7Zr, DFT wB97M-V/def2-TZVPD
Zr -0.27 -1.11 0.00
C -1.65 0.99 -3.84
C -2.59 1.94 -3.46
C -2.66 2.31 -2.13
C -1.81 1.70 -1.22
N -0.99 0.68 -1.55
C -0.89 0.38 -2.85
C -1.64 2.21 0.15
C -2.13 3.44 0.61
C -1.72 3.90 1.85
C -0.84 3.15 2.61
C -0.43 1.92 2.11
N -0.83 1.46 0.91
C 0.44 0.94 2.77
C 1.48 1.11 3.61
C 2.38 0.07 4.07
C 2.72 -1.16 3.65
C 2.37 -2.04 2.49
N 0.23 -0.31 2.18
H -1.50 0.74 -4.88
H -3.25 2.39 -4.19
H -3.34 3.08 -1.82
H -0.16 -0.39 -3.11
H -2.79 4.03 0.00
H -2.10 4.84 2.22
H -0.49 3.50 3.57
H 1.68 2.10 4.00
H 2.93 0.41 4.95
H 3.46 -1.67 4.27
H 3.16 -2.13 1.75
O -1.64 -4.13 -1.56
C -1.63 -2.81 -1.58
O -0.52 -2.18 -1.69
C -2.86 -2.19 -2.26
O -3.26 -1.04 -1.52
C -4.07 -1.39 -0.41
C -3.21 -2.16 0.60
O -3.54 -2.44 1.72
O -1.99 -2.40 0.14
H -0.83 -4.50 -1.17
H -3.67 -2.92 -2.33
H -2.57 -1.85 -3.26
H -4.94 -1.98 -0.71
H -4.43 -0.46 0.04
O 1.78 -3.30 2.81
C 0.98 -2.45 2.10
O 0.58 -2.67 0.85
C 0.02 -1.55 2.87
C -0.13 -1.70 4.31
C -1.12 -1.06 4.96
C -2.10 -0.32 4.21
C -2.10 -0.35 2.87
N -1.07 -0.93 2.10
H 0.53 -2.41 4.78
H -1.27 -1.19 6.02
H -2.92 0.14 4.74
H -2.93 0.05 2.29
C 2.42 2.73 -2.95
C 1.88 2.91 -1.53
N 1.68 1.62 -0.91
C 2.14 0.43 -1.38
N 1.72 -0.66 -0.74
C 2.44 -1.89 -1.13
C 2.58 -1.95 -2.65
C 3.46 -0.78 -3.06
N 3.00 0.44 -2.40
C 3.53 1.70 -2.89
H 2.80 3.68 -3.33
H 1.63 2.38 -3.61
H 0.92 3.44 -1.56
H 2.58 3.51 -0.94
H 1.15 1.58 -0.05
H 1.90 -2.76 -0.76
H 3.44 -1.87 -0.68
H 1.59 -1.89 -3.10
H 3.05 -2.89 -2.96
H 3.42 -0.62 -4.14
H 4.50 -0.97 -2.79
H 3.96 1.53 -3.88
H 4.34 2.04 -2.23
```

Results
frontier orbital gap: 7.87 eV
net charge: +2
HOMO energy: -14.02 eV
ΔE to the lowest compared entry with this formula, charge and spin: 164.1 kJ/mol

=====

Q: What is the net charge in the fourth record?
A: -2

=====

Q: What is the net charge in the third record?
A: -1

=====

Q: Among the records above, which one has the lowest net charge?
A: C23H63N4O16